# 1
74
Properties=species:S:1:pos:R:3:lowdin_charge:R:1 method="wB97M-V/def2-TZVPD" fmax_ev_per_a=5.19 total_charge=-1 gap_ev=3.87
C -3.587 3.333 -0.884 -0.046
C -2.755 2.775 0.238 -0.348
H -4.201 4.170 -0.560 0.068
H -4.281 2.571 -1.250 0.071
H -2.961 3.663 -1.708 0.065
C -3.276 2.646 1.485 -0.186
C -4.613 3.115 1.853 -0.176
H -2.735 2.125 2.258 0.057
H -5.404 2.419 1.510 0.059
H -4.842 4.103 1.410 0.055
H -4.711 3.197 2.944 0.060
Sn 1.974 -1.682 -0.407 0.407
Cl 2.863 0.099 -1.869 0.034
Cl 1.043 -3.200 -2.037 -0.065
H 5.395 -5.237 -1.879 0.085
H 5.698 -3.356 -4.372 0.081
C 4.385 -4.938 -2.207 -0.053
C 4.617 -3.346 -4.147 -0.056
N 4.401 -3.566 -2.723 -0.205
H 3.691 -5.031 -1.368 0.080
C 4.303 -2.551 -1.882 -0.417
O 3.779 -2.726 -0.712 -0.313
H 4.193 -2.372 -4.427 0.093
H 4.725 -1.570 -2.143 0.081
H 4.083 -5.616 -3.009 0.079
H 4.118 -4.147 -4.708 0.083
H -2.790 -1.357 0.531 0.078
H -2.852 -0.381 3.196 0.093
C -2.611 -2.204 1.211 -0.042
C -2.183 -1.225 3.451 -0.064
N -1.643 -1.825 2.233 -0.176
H -2.249 -3.083 0.673 0.095
C -0.331 -2.062 2.044 -0.339
O 0.148 -2.608 1.025 -0.196
H -1.359 -0.868 4.088 0.071
H 0.306 -1.724 2.889 0.136
H -3.574 -2.420 1.687 0.090
H -2.792 -1.961 4.007 0.087
O -1.956 1.447 -0.424 -0.300
C -1.257 2.584 -0.034 -0.309
C -0.581 1.556 2.178 -0.091
C -0.361 2.496 1.158 -0.205
H -1.286 0.725 2.007 0.083
C 0.037 1.714 3.421 -0.095
H -0.918 3.219 -0.866 0.144
C 0.719 3.381 1.288 -0.033
H -0.259 1.070 4.254 0.087
C 0.986 2.725 3.600 -0.141
C 1.400 3.482 2.502 -0.118
H 1.016 3.979 0.415 0.113
H 1.452 2.876 4.580 0.091
H 2.229 4.187 2.594 0.090
Si -1.605 -0.066 -2.330 0.616
Cl 0.288 -0.093 -0.340 0.326
C -2.316 -1.779 -2.132 -0.187
C -0.280 -0.075 -3.656 -0.238
C -2.854 1.191 -2.856 -0.215
H -2.527 -2.053 -1.100 -0.022
H -1.678 -2.559 -2.567 0.002
H -3.267 -1.795 -2.690 0.037
H -3.762 1.068 -2.235 0.037
H -3.117 1.011 -3.911 0.038
H -2.412 2.200 -2.770 0.030
H 0.385 0.806 -3.593 0.019
H -0.823 -0.028 -4.621 0.030
H 0.338 -0.993 -3.672 -0.010
N 3.334 0.595 3.050 0.170
C 3.292 0.201 1.772 -0.604
N 4.131 0.760 0.901 0.169
O 2.460 -0.748 1.472 -0.232
H 3.920 1.363 3.367 0.108
H 2.650 0.208 3.676 0.104
H 3.943 0.652 -0.095 -0.031
H 4.709 1.535 1.212 0.110

=====

# 2
240
Properties=species:S:1:pos:R:3:lowdin_charge:R:1 method="wB97M-V/def2-TZVPD" fmax_ev_per_a=2.85 smiles="CCN(CC)CC.CCN(CC)CC.CCN(CC)CC.CCN(CC)CC.CCN(CC)CC.CCN(CC)CC.CCN(CC)CC.CCN(CC)CC.CCN(CC)CC.CCN(CC)CC.CC(C)=O.CC(C)=O" gap_ev=8.80
C -1.882 0.814 -1.787 -0.075
C -1.205 1.094 -0.446 -0.243
N 0.076 0.417 -0.286 -0.152
C 1.130 1.174 -0.972 -0.255
C 2.481 0.488 -0.867 -0.083
C 0.509 0.129 1.068 -0.248
C -0.600 -0.356 2.009 -0.077
H -2.810 1.385 -1.834 0.060
H -2.069 -0.246 -1.954 0.066
H -1.233 1.223 -2.561 0.051
H -1.107 2.163 -0.260 0.122
H -1.966 0.691 0.223 0.086
H 0.910 1.227 -2.038 0.089
H 1.294 2.212 -0.683 0.107
H 2.366 -0.510 -1.290 0.063
H 3.222 1.009 -1.474 0.066
H 2.809 0.331 0.161 0.053
H 1.076 0.950 1.508 0.103
H 1.164 -0.724 0.891 0.095
H -1.261 0.499 2.152 0.054
H -0.246 -0.614 3.007 0.065
H -1.184 -1.188 1.616 0.058
C -0.313 2.203 5.692 -0.085
C -1.491 1.373 6.175 -0.274
N -2.429 1.046 5.110 -0.167
C -3.177 2.273 4.728 -0.237
C -4.001 2.082 3.416 -0.087
C -3.395 0.017 5.554 -0.218
C -2.734 -1.377 5.746 -0.067
H -0.667 3.197 5.416 0.055
H 0.139 1.884 4.753 0.063
H 0.442 2.344 6.465 0.072
H -1.092 0.469 6.635 0.090
H -1.999 1.837 7.021 0.115
H -3.857 2.593 5.518 0.112
H -2.603 3.159 4.457 0.101
H -4.322 3.112 3.263 0.068
H -3.415 1.687 2.586 0.059
H -4.923 1.505 3.493 0.054
H -4.160 -0.065 4.783 0.093
H -3.901 0.321 6.470 0.113
H -2.264 -1.776 4.847 0.056
H -3.432 -2.169 6.016 0.055
H -1.920 -1.402 6.470 0.055
C -8.278 -1.870 -5.057 -0.072
C -7.748 -1.253 -3.700 -0.274
N -6.919 -2.099 -2.890 -0.174
C -5.660 -2.476 -3.623 -0.219
C -4.868 -3.580 -2.852 -0.066
C -6.669 -1.487 -1.562 -0.256
C -5.864 -0.229 -1.443 -0.079
H -8.894 -1.100 -5.521 0.065
H -8.842 -2.788 -4.894 0.071
H -7.408 -2.066 -5.684 0.046
H -7.265 -0.307 -3.946 0.098
H -8.662 -1.027 -3.150 0.111
H -5.888 -2.904 -4.599 0.097
H -5.077 -1.570 -3.792 0.093
H -4.083 -3.904 -3.536 0.048
H -4.410 -3.162 -1.955 0.055
H -5.500 -4.440 -2.630 0.078
H -6.204 -2.298 -1.002 0.077
H -7.626 -1.284 -1.081 0.116
H -6.404 0.680 -1.707 0.074
H -5.035 -0.304 -2.147 0.054
H -5.440 -0.075 -0.450 0.059
C 6.492 -0.512 2.722 -0.084
C 5.505 0.581 2.291 -0.265
N 5.660 1.762 3.116 -0.161
C 4.604 2.747 2.780 -0.269
C 3.316 2.379 3.387 -0.107
C 7.036 2.324 3.033 -0.254
C 7.304 3.521 3.919 -0.091
H 7.531 -0.338 2.442 0.068
H 6.176 -1.475 2.319 0.057
H 6.429 -0.579 3.808 0.072
H 5.644 0.816 1.235 0.108
H 4.486 0.237 2.471 0.101
H 4.398 2.957 1.730 0.090
H 4.807 3.728 3.209 0.108
H 2.597 3.198 3.370 0.080
H 3.391 1.975 4.396 0.077
H 2.858 1.598 2.780 0.044
H 7.717 1.574 3.434 0.096
H 7.360 2.403 1.995 0.116
H 8.376 3.722 3.919 0.074
H 6.822 4.434 3.572 0.060
H 6.978 3.303 4.936 0.080
C -4.282 -1.330 1.773 -0.078
C -5.134 -2.607 1.677 -0.250
N -5.595 -3.178 2.949 -0.161
C -4.527 -3.866 3.721 -0.249
C -4.907 -4.420 5.096 -0.093
C -6.704 -4.109 2.669 -0.264
C -6.422 -5.293 1.797 -0.089
H -3.732 -1.106 0.859 0.062
H -3.581 -1.463 2.597 0.048
H -4.851 -0.474 2.136 0.060
H -5.893 -2.286 0.963 0.088
H -4.503 -3.368 1.218 0.100
H -4.084 -4.681 3.148 0.100
H -3.693 -3.183 3.882 0.073
H -5.427 -3.718 5.748 0.074
H -5.485 -5.344 5.076 0.063
H -3.988 -4.720 5.600 0.074
H -7.459 -3.427 2.278 0.113
H -7.026 -4.429 3.661 0.103
H -5.749 -5.946 2.353 0.073
H -6.202 -5.158 0.738 0.070
H -7.320 -5.905 1.708 0.072
C 4.752 -1.530 -3.806 -0.071
C 5.514 -1.522 -2.473 -0.273
N 5.389 -2.743 -1.701 -0.162
C 6.361 -2.624 -0.564 -0.248
C 7.754 -2.823 -1.026 -0.106
C 4.029 -2.916 -1.271 -0.257
C 3.747 -4.407 -0.854 -0.067
H 5.121 -2.352 -4.420 0.079
H 4.946 -0.573 -4.289 0.070
H 3.669 -1.654 -3.821 0.042
H 6.540 -1.225 -2.686 0.102
H 5.244 -0.641 -1.891 0.098
H 6.293 -1.647 -0.086 0.098
H 6.170 -3.427 0.149 0.114
H 8.455 -2.836 -0.192 0.075
H 7.908 -3.795 -1.495 0.082
H 8.142 -2.081 -1.724 0.065
H 3.323 -2.676 -2.066 0.071
H 3.780 -2.304 -0.404 0.105
H 2.664 -4.528 -0.829 0.039
H 4.157 -4.736 0.102 0.062
H 4.010 -5.083 -1.668 0.073
C 0.597 -3.379 -2.973 -0.074
C -0.381 -2.359 -3.559 -0.248
N -0.445 -2.426 -5.033 -0.172
C -0.515 -1.133 -5.642 -0.278
C 0.867 -0.496 -5.606 -0.078
C -1.652 -3.181 -5.460 -0.236
C -1.532 -3.611 -6.953 -0.080
H 1.620 -3.307 -3.341 0.057
H 0.270 -4.369 -3.290 0.074
H 0.671 -3.347 -1.886 0.048
H -1.358 -2.603 -3.141 0.097
H -0.223 -1.398 -3.070 0.094
H -0.812 -1.192 -6.690 0.112
H -1.215 -0.494 -5.103 0.107
H 1.578 -1.010 -6.252 0.075
H 0.844 0.566 -5.851 0.065
H 1.344 -0.523 -4.626 0.051
H -2.588 -2.632 -5.350 0.098
H -1.772 -4.016 -4.770 0.100
H -1.859 -4.650 -6.986 0.063
H -0.510 -3.583 -7.331 0.073
H -2.127 -3.049 -7.672 0.061
C -6.773 2.998 -5.905 -0.071
C -5.313 3.396 -6.247 -0.247
N -4.297 2.471 -5.848 -0.185
C -4.191 2.461 -4.418 -0.283
C -3.576 3.741 -3.852 -0.068
C -4.426 1.150 -6.440 -0.265
C -4.127 1.168 -7.907 -0.097
H -7.507 3.702 -6.296 0.073
H -6.933 2.834 -4.839 0.057
H -6.956 2.026 -6.363 0.054
H -5.347 3.475 -7.334 0.101
H -5.052 4.383 -5.865 0.104
H -3.685 1.581 -4.021 0.093
H -5.171 2.266 -3.982 0.093
H -4.239 4.595 -3.992 0.067
H -2.649 3.843 -4.417 0.074
H -3.329 3.596 -2.801 0.060
H -3.702 0.464 -6.000 0.105
H -5.434 0.752 -6.325 0.097
H -4.850 1.747 -8.480 0.064
H -3.144 1.589 -8.117 0.079
H -4.155 0.189 -8.387 0.071
C 4.624 7.836 -2.716 -0.091
C 4.882 6.959 -1.519 -0.257
N 4.548 5.556 -1.868 -0.172
C 5.591 5.010 -2.744 -0.234
C 5.233 3.600 -3.327 -0.075
C 4.426 4.765 -0.641 -0.247
C 3.051 4.932 0.082 -0.054
H 4.519 8.896 -2.483 0.074
H 3.690 7.534 -3.191 0.062
H 5.465 7.763 -3.406 0.064
H 5.866 7.118 -1.077 0.117
H 4.176 7.272 -0.750 0.102
H 5.808 5.667 -3.586 0.101
H 6.548 4.883 -2.238 0.111
H 5.077 2.844 -2.558 0.040
H 4.293 3.552 -3.876 0.056
H 5.992 3.225 -4.014 0.069
H 5.255 4.980 0.034 0.110
H 4.544 3.696 -0.814 0.086
H 2.925 5.948 0.457 0.066
H 2.960 4.204 0.888 0.045
H 2.237 4.764 -0.624 0.046
C 1.971 -3.133 8.713 -0.078
C 3.340 -2.763 8.058 -0.273
N 3.536 -1.349 7.795 -0.174
C 2.564 -0.679 6.891 -0.249
C 2.454 -1.150 5.445 -0.069
C 4.984 -1.138 7.423 -0.229
C 5.449 0.331 7.480 -0.085
H 1.767 -4.170 8.980 0.066
H 1.173 -2.770 8.066 0.049
H 1.860 -2.638 9.678 0.069
H 4.094 -3.090 8.775 0.104
H 3.512 -3.389 7.182 0.103
H 1.559 -0.774 7.301 0.093
H 2.736 0.388 7.034 0.098
H 2.108 -2.183 5.476 0.069
H 1.754 -0.519 4.896 0.059
H 3.435 -1.090 4.976 0.058
H 5.058 -1.536 6.411 0.093
H 5.658 -1.687 8.082 0.108
H 6.501 0.441 7.220 0.067
H 5.366 0.720 8.495 0.072
H 4.852 0.954 6.814 0.050
C 1.064 6.072 -2.997 -0.023
C 0.268 4.766 -3.023 -0.444
C 0.958 3.606 -3.721 -0.019
O -0.840 4.689 -2.464 0.031
H 1.931 6.077 -3.659 0.065
H 1.429 6.206 -1.979 0.065
H 0.389 6.902 -3.205 0.087
H 0.218 2.812 -3.815 0.064
H 1.786 3.272 -3.095 0.070
H 1.341 3.857 -4.710 0.087
C -1.048 -4.079 0.489 -0.009
C -0.517 -4.132 1.923 -0.503
C 0.859 -3.739 2.228 -0.008
O -1.216 -4.603 2.791 0.063
H -0.950 -3.071 0.085 0.065
H -2.130 -4.209 0.472 0.068
H -0.601 -4.855 -0.132 0.086
H 0.863 -2.654 2.338 0.065
H 1.555 -3.932 1.411 0.075
H 1.154 -4.164 3.187 0.094

=====

# 3
39
Properties=species:S:1:pos:R:3:lowdin_charge:R:1 method="wB97M-V/def2-TZVPD" fmax_ev_per_a=3.02 total_charge=-1 gap_ev="5.31 / 5.41"
Pd -0.661 -0.789 1.118 0.659
Se -1.015 -1.136 3.444 0.178
Se -3.187 -1.610 3.553 -0.043
Te -3.538 -3.117 1.836 0.541
Se -1.418 -3.601 1.043 0.153
O -1.293 -1.302 -2.937 0.049
C -1.261 -0.863 -1.798 -0.593
O -0.441 -1.251 -0.884 -0.171
C -2.194 0.284 -1.438 -0.037
C -2.476 1.217 -2.406 0.078
C -3.205 2.356 -2.081 -0.133
C -3.607 2.609 -0.789 0.074
C -3.313 1.669 0.180 -0.055
C -2.692 0.438 -0.118 -0.284
O -2.641 -0.559 0.736 -0.400
N -3.677 2.010 1.559 -0.338
O -2.996 1.562 2.456 0.042
O -4.611 2.780 1.721 0.063
N -3.521 3.336 -3.119 -0.360
O -3.125 3.117 -4.248 0.069
O -4.177 4.313 -2.803 0.057
H -2.119 1.054 -3.413 0.134
H -4.131 3.516 -0.531 0.129
O 1.498 1.050 -0.161 0.076
C 1.986 0.135 0.461 -0.516
N 1.365 -0.521 1.520 -0.206
S 2.268 -1.801 2.052 0.586
O 2.618 -1.627 3.436 -0.309
O 1.689 -3.061 1.669 -0.361
C 3.667 -1.458 1.035 -0.215
C 4.898 -2.086 1.012 -0.034
C 5.835 -1.605 0.109 -0.076
C 5.539 -0.529 -0.730 -0.071
C 4.301 0.093 -0.680 0.003
C 3.367 -0.391 0.220 -0.130
H 5.117 -2.918 1.668 0.120
H 6.810 -2.071 0.052 0.101
H 6.290 -0.175 -1.424 0.101
H 4.049 0.930 -1.318 0.123